Computed, not measured: a molecular structure, C30H22Cl2NO2RuSSi, with ωB97M-V/def2-TZVPD.

Kohn-Sham gap (spin up / spin down) = 7.35 / 6.93 eV
E = -83392.8266 eV
ΔE to the lowest compared entry with this formula, charge and spin = 63.0 kJ/mol
expectation value of S² = 0.761
HOMO (spin up / spin down) = -8.03 / -7.86 eV

```
! RIJCOSX wB97M-V def2-TZVPD def2/J DEFGRID3
* xyz 0 2
Ru 0.463 1.378 -0.680
S 2.561 1.820 -1.589
C 2.113 3.499 -1.243
C 2.939 4.612 -1.101
C 2.375 5.821 -0.745
C 1.007 5.911 -0.518
C 0.254 4.764 -0.659
N 0.791 3.601 -1.027
H 4.003 4.511 -1.266
H 3.003 6.696 -0.634
H 0.539 6.844 -0.239
H -0.818 4.759 -0.495
Cl -4.872 1.362 4.325
C -3.837 1.434 2.925
C -4.425 1.498 1.643
C -3.657 1.529 0.521
Cl -4.393 1.551 -1.043
C -2.228 1.502 0.594
O -1.528 1.482 -0.474
C -1.674 1.469 1.897
C -0.261 1.464 2.098
O 0.641 1.522 1.245
C -2.486 1.417 3.052
H -5.503 1.504 1.548
H 0.075 1.421 3.138
H -2.028 1.361 4.032
C -0.483 -2.767 -4.748
C -0.974 -3.385 -3.606
C -0.693 -2.857 -2.354
C 0.087 -1.703 -2.211
C 0.571 -1.100 -3.377
C 0.290 -1.621 -4.633
Si 0.552 -0.997 -0.537
C 2.181 -1.765 -0.002
C 3.200 -1.037 0.613
C 4.386 -1.644 1.010
C 4.576 -3.000 0.797
C 3.575 -3.749 0.190
C 2.396 -3.135 -0.203
C -0.723 -1.553 0.731
C -0.342 -1.882 2.035
C -1.287 -2.160 3.019
C -2.639 -2.122 2.712
C -3.042 -1.811 1.419
C -2.094 -1.529 0.446
H -0.703 -3.178 -5.726
H -1.579 -4.280 -3.692
H -1.093 -3.348 -1.473
H 1.189 -0.210 -3.306
H 0.677 -1.135 -5.520
H 3.068 0.024 0.788
H 5.163 -1.055 1.482
H 5.503 -3.473 1.096
H 3.716 -4.810 0.022
H 1.627 -3.735 -0.680
H 0.713 -1.917 2.290
H -0.966 -2.414 4.022
H -3.378 -2.336 3.475
H -4.097 -1.778 1.172
H -2.428 -1.267 -0.555
*
```

Results of the natural (NBO) charge analysis, in e, for atoms 1 through 8: number 1, Ru, carries 0.740; number 2, S, carries -0.092; number 3, C, carries 0.080; number 4, C, carries -0.262; number 5, C, carries -0.144; number 6, C, carries -0.275; number 7, C, carries 0.066; number 8, N, carries -0.546